{
  "formula": "C19H26BN7Ti",
  "method": "ωB97M-V/def2-TZVPD",
  "elements": ["Ti", "N", "N", "N", "N", "N", "N", "N", "C", "C", "C", "C", "C", "C", "C", "C", "C", "C", "C", "C", "C", "C", "C", "C", "C", "C", "C", "B", "H", "H", "H", "H", "H", "H", "H", "H", "H", "H", "H", "H", "H", "H", "H", "H", "H", "H", "H", "H", "H", "H", "H", "H", "H", "H"],
  "coordinates": [[-0.348800, -0.034877, -0.429235], [0.185343, 1.799084, -0.860456], [-1.353673, -0.225304, -2.314650], [0.649205, 2.015420, -2.154088], [1.371879, -0.846767, -1.264369], [1.629140, -1.229160, 3.805215], [-0.606045, 0.250817, -3.388124], [1.649695, -0.308494, -2.527331], [-1.302583, 0.148295, -4.522227], [0.518460, 3.997498, -1.172459], [-1.753262, 1.346083, 4.243165], [-0.417247, 0.953191, 4.154953], [0.790743, 3.322438, -2.360214], [-0.644307, 0.469601, 1.756027], [2.366459, -1.750733, -1.021689], [0.120411, 0.501629, 2.941208], [1.528298, 0.025002, 3.031632], [-2.540742, -0.653733, -2.840876], [-2.118340, -2.816409, 1.530057], [1.090221, -2.424431, 3.233345], [0.175099, 3.013727, -0.228736], [-1.965011, 0.918534, 1.854813], [-2.522511, 1.351422, 3.076877], [3.167857, -1.883837, -2.176344], [1.669299, -1.188998, 5.242416], [2.662961, -0.969234, -3.097205], [-2.545886, -0.414022, -4.237865], [0.810857, 0.839092, -3.145931], [0.665290, -1.194407, 5.702231], [0.571182, 5.055116, -1.015160], [-3.564003, 1.677660, 3.133135], [1.306577, 1.213736, -4.150832], [1.955105, -0.148784, 2.024543], [-2.793334, -3.199882, 0.753028], [-2.618351, 0.952710, 0.978004], [-3.300536, -0.615814, -4.978126], [-0.010507, -2.490038, 3.314883], [2.922724, -0.734137, -4.131136], [-3.299855, -1.099637, -2.210374], [-2.113765, -1.709962, 1.473151], [1.356549, -2.481509, 2.166429], [-0.049652, 3.096614, 0.825027], [2.490049, -2.227828, -0.054936], [2.145627, 0.750992, 3.596500], [2.210240, -0.294403, 5.577597], [-0.802866, 0.503976, -5.421348], [3.995740, -2.541557, -2.336292], [1.062744, 3.664270, -3.363936], [0.218712, 0.978371, 5.046333], [-2.155003, 1.640716, 5.212705], [-1.114890, -3.251078, 1.350993], [-2.440559, -3.117999, 2.537951], [1.524020, -3.279545, 3.770284], [2.193941, -2.085814, 5.600639]],
  "forces_ev_per_a": [[-0.8, -1.5, 2.3], [1.4, 3.0, -0.6], [-1.0, -0.3, -2.0], [-0.7, -0.2, 1.2], [2.5, -0.2, -1.0], [1.2, 0.4, -0.6], [-1.0, -0.3, 1.1], [-0.3, -0.7, 1.1], [0.0, -0.1, 0.4], [0.0, -0.3, 0.0], [0.3, -0.1, -0.3], [-0.3, 0.0, -0.1], [0.2, 0.4, -0.1], [0.3, -0.4, -0.5], [-0.6, 0.8, -1.4], [-0.8, 0.7, 0.2], [0.5, -0.9, 0.6], [1.5, 0.9, -0.7], [0.2, 0.0, -0.2], [-0.3, 0.1, 0.1], [0.2, -0.9, -1.9], [-0.3, 0.4, 1.2], [-0.1, -0.1, -0.1], [-0.4, 0.3, 0.2], [-0.2, -0.1, -0.2], [0.0, 0.0, 0.4], [0.4, 0.0, 0.3], [-0.7, -0.3, 0.7], [0.1, 0.1, 0.1], [0.0, 0.2, 0.0], [0.3, -0.1, -0.1], [0.1, 0.1, -0.4], [-0.1, 0.1, 0.4], [0.0, 0.0, 0.4], [0.0, 0.0, 0.0], [-0.2, -0.1, 0.2], [0.1, -0.1, -0.1], [0.1, -0.1, 0.5], [0.2, 0.1, -0.1], [0.2, -0.7, 0.1], [-0.1, -0.1, 0.2], [-0.2, -0.1, -0.2], [-0.3, 0.0, -0.3], [-0.1, -0.2, -0.5], [-0.1, -0.2, 0.0], [-0.5, -0.2, 0.1], [0.2, -0.2, 0.1], [0.0, 0.0, 0.6], [-0.3, 0.0, -0.3], [-0.1, 0.0, -0.3], [-0.5, 0.4, 0.1], [0.0, 0.1, -0.4], [-0.1, 0.0, -0.3], [0.0, 0.2, 0.1]],
  "lowdin_spin": [1.7041, 0.0028, 0.0023, 0.0223, 0.0117, 0.0014, 0.0099, 0.0125, 0.0202, 0.0066, 0.0138, -0.0018, 0.0314, -0.0013, 0.0228, 0.0102, 0.0024, 0.0261, 0.0040, 0.0013, 0.0382, 0.0139, -0.0015, 0.0032, 0.0001, 0.0165, 0.0045, 0.0052, 0.0000, -0.0002, -0.0005, 0.0000, 0.0012, 0.0001, 0.0011, -0.0001, 0.0000, 0.0014, 0.0016, 0.0029, 0.0013, 0.0016, 0.0015, 0.0003, 0.0000, 0.0014, -0.0001, 0.0025, -0.0004, 0.0010, 0.0004, 0.0002, 0.0001, 0.0000],
  "gap_ev": [6.50, 7.89],
  "charge": 0,
  "e_homo_ev": [-5.942, -7.361],
  "e_above_lowest_kcal_mol": 0.0,
  "largest_force_ha_per_bohr": 0.065,
  "multiplicity": 3,
  "e_lumo_ev": [0.55, 0.53]
}